197
Properties=species:S:1:pos:R:3:forces:R:3:mulliken_charge:R:1 method="wB97M-V/def2-TZVPD" homo_energy_ev=-8.6 energy_ha=-3354.90605 relative_energy_kj_mol=0.0
C 7.3700 8.1255 -10.9990 -0.617 0.291 -0.126 -1.0565
C 7.7134 9.5883 -11.2722 1.271 -0.524 0.197 1.2764
C 6.6792 10.5138 -10.6819 -0.011 0.040 -0.019 -1.0831
O 5.4406 10.2602 -11.3057 -0.011 0.149 -0.015 0.3671
C 4.3751 11.0174 -10.7631 -0.515 -0.409 -0.538 -1.4308
N 9.0133 9.8724 -10.6046 -0.138 0.378 -0.152 -0.8204
H 6.9674 8.0246 -9.9883 0.236 -0.074 0.083 0.1964
H 8.2462 7.4906 -11.1117 0.012 -0.046 -0.023 0.4695
H 6.5801 7.7953 -11.6775 0.136 -0.085 -0.078 -0.0975
H 7.8583 9.7108 -12.3502 -0.527 0.250 -0.063 -0.0588
H 6.9451 11.5746 -10.7972 0.094 -0.044 -0.076 0.3403
H 6.6454 10.2901 -9.6049 -0.171 0.101 -0.015 0.2990
H 3.4908 10.7356 -11.3418 -0.028 -0.119 0.157 0.0896
H 4.4747 12.0915 -10.9457 0.298 0.049 0.455 0.7106
H 4.2088 10.7526 -9.7161 0.051 0.276 0.096 0.4236
H 9.7548 9.4518 -11.1561 -0.057 -0.236 0.133 0.3169
H 9.2154 10.8676 -10.6762 -0.126 0.007 0.114 0.2791
C -2.9599 8.7048 -13.1914 -0.171 1.224 -0.110 -0.2374
C -4.3774 8.8342 -12.6729 -0.069 -0.658 0.492 0.7371
C -5.4258 8.3645 -13.6634 -0.151 0.657 -0.473 -1.0240
O -5.3128 9.1179 -14.8522 0.243 0.033 -0.004 -0.2170
C -6.1834 8.6864 -15.8676 -0.401 -0.395 0.396 -0.7855
N -4.4773 8.0339 -11.4341 -0.197 -0.234 0.017 -0.7060
H -2.7847 9.4064 -14.0109 -0.230 -0.420 -0.349 0.3324
H -2.7612 7.6803 -13.5018 0.204 0.006 -0.020 0.2628
H -2.2670 9.0671 -12.4342 0.079 -0.524 0.201 -0.3752
H -4.6089 9.8671 -12.3976 0.145 0.081 -0.151 0.0148
H -6.4257 8.5580 -13.2419 0.011 -0.371 0.114 0.3849
H -5.3016 7.2942 -13.8837 -0.032 -0.011 0.098 0.3430
H -6.1924 7.5882 -15.9241 0.252 0.083 -0.269 0.3033
H -5.8553 9.1280 -16.8019 -0.012 -0.036 -0.079 0.2373
H -7.2290 8.9593 -15.6562 0.126 0.239 -0.032 0.3114
H -5.4316 7.7059 -11.3018 -0.027 0.271 0.148 0.2698
H -3.9505 7.1706 -11.5367 0.150 0.112 -0.091 0.2757
C 1.4367 11.1778 -14.4206 0.086 1.109 0.026 -0.4987
C 0.6821 11.8667 -13.2875 -0.486 -0.744 0.320 -0.0199
C -0.0571 13.1457 -13.6788 0.109 -0.681 0.421 -0.1378
O 0.8932 14.1412 -13.9762 0.600 0.489 -0.493 0.2996
C 0.3116 15.3678 -14.3423 -1.435 0.426 0.146 -1.2247
N -0.2778 10.8490 -12.8033 -0.286 0.477 -0.017 1.7045
H 0.7465 11.1248 -15.2662 0.121 -0.365 -0.088 -0.2220
H 1.7509 10.1957 -14.0805 -0.009 -0.104 -0.142 -0.1939
H 2.3036 11.7564 -14.7492 -0.021 -0.028 -0.005 -0.0325
H 1.3352 12.1349 -12.4525 0.179 -0.196 -0.083 0.2143
H -0.6673 13.4317 -12.8101 -0.085 0.203 -0.136 -0.4389
H -0.7219 12.9484 -14.5323 0.063 0.166 -0.094 0.4476
H -0.2484 15.7899 -13.4928 0.240 0.015 0.037 0.2765
H -0.4444 15.2324 -15.1289 0.223 -0.185 -0.128 0.3664
H 1.0085 16.1270 -14.6904 0.516 -0.407 0.105 0.1184
H -1.0676 10.8520 -13.4482 0.116 -0.289 -0.112 -0.2707
H -0.7157 11.1132 -11.9186 0.114 0.254 0.058 -0.8456
C 5.1789 13.0105 -15.8328 -0.017 -0.475 -0.065 -1.3920
C 5.2796 11.9790 -14.7121 -0.469 1.120 -0.366 2.1075
C 6.5114 11.1278 -14.8452 0.037 -0.536 0.288 -0.0075
O 6.3940 10.3688 -16.0236 -0.380 -0.150 -0.346 -0.4233
C 7.3008 9.3052 -16.1368 0.336 -0.090 0.400 -0.7389
N 5.3234 12.6621 -13.4159 0.105 -0.689 0.047 -0.6951
H 5.1933 12.4775 -16.7861 0.092 0.189 -0.054 0.4752
H 6.0183 13.7041 -15.7717 0.006 0.056 -0.074 0.2274
H 4.2418 13.5676 -15.7793 0.005 0.048 0.100 0.0413
H 4.4177 11.3068 -14.8285 0.065 -0.103 0.174 -0.8939
H 6.5172 10.4517 -13.9746 0.233 0.018 -0.057 -0.4756
H 7.4328 11.7263 -14.8373 -0.045 0.061 -0.003 0.4562
H 8.2824 9.6738 -16.4585 0.042 -0.141 -0.004 0.3374
H 6.9249 8.5692 -16.8447 -0.044 0.238 -0.247 0.2784
H 7.4105 8.7600 -15.1891 0.033 0.130 0.032 0.1814
H 4.4701 13.1779 -13.2124 0.086 0.018 -0.185 0.2975
H 5.3559 11.9107 -12.7307 0.101 0.242 0.098 -0.0134
C -4.2719 15.2877 -10.4083 -0.649 -0.478 -0.056 -1.4869
C -3.9756 15.0307 -11.8700 0.112 -0.657 -0.356 0.1270
C -2.9356 15.9639 -12.4529 -0.148 -0.200 -0.077 -0.0296
O -3.4740 17.2577 -12.5331 -0.123 0.175 0.216 -0.4384
C -2.5251 18.1880 -13.0018 -0.310 -0.054 -0.308 -0.2460
N -3.4732 13.6368 -12.0328 -0.515 0.232 0.128 -0.5565
H -4.7598 16.2493 -10.2658 0.383 0.205 0.059 0.4098
H -3.3794 15.1528 -9.7970 0.064 0.291 0.009 0.1727
H -5.0071 14.5520 -10.0575 0.110 -0.022 -0.020 0.4527
H -4.8851 15.1175 -12.4760 -0.075 0.432 0.187 0.4104
H -2.6824 15.5800 -13.4552 0.160 0.200 0.020 0.2498
H -2.0242 15.9637 -11.8368 -0.008 -0.102 -0.004 0.0138
H -1.6917 18.3036 -12.3020 0.123 -0.111 -0.108 0.2834
H -3.0148 19.1533 -13.1224 -0.089 -0.039 0.114 0.3149
H -2.1919 17.8613 -13.9932 0.393 0.131 0.104 -0.1779
H -3.4993 13.3838 -13.0181 0.244 0.128 -0.032 0.2033
H -4.1954 13.0402 -11.6321 0.118 -0.057 0.082 0.2517
C 0.3480 7.2614 -12.3370 0.423 -0.389 -0.987 -0.7594
C 0.3519 7.4027 -10.8250 -1.187 0.665 -0.403 -0.3207
C 1.6667 7.9303 -10.2978 0.139 -0.759 -0.039 0.1452
O 2.6503 6.9108 -10.3668 -0.216 -0.054 -0.334 -0.4699
C 3.9532 7.4109 -10.4099 0.514 0.417 0.100 -0.1980
N -0.7038 8.3553 -10.4198 0.685 -0.298 0.730 -0.5429
H 0.5350 8.1823 -12.9012 0.029 0.293 0.550 -0.2328
H -0.6389 6.9457 -12.6833 0.029 -0.266 0.100 0.3719
H 1.0985 6.5551 -12.7139 -0.144 -0.162 0.218 0.6917
H 0.0481 6.4407 -10.4066 0.506 -0.032 0.295 0.6312
H 1.5692 8.2284 -9.2511 -0.101 0.408 -0.089 0.5022
H 1.9366 8.7590 -10.9690 0.153 0.219 0.365 -0.5545
H 4.1209 8.1119 -11.2401 -0.116 -0.239 -0.090 -0.1709
H 4.6333 6.5651 -10.4998 -0.006 -0.002 -0.052 0.2884
H 4.2357 7.9793 -9.5068 -0.188 -0.178 0.077 0.3177
H -1.6115 7.9497 -10.5884 -0.141 0.305 -0.165 0.2824
H -0.5787 9.2293 -10.9140 -0.320 -0.017 -0.193 -0.1007
C -0.0669 8.0826 -16.1671 0.484 0.525 -0.693 -0.6814
C -0.8343 7.5502 -17.3681 -0.874 -0.913 0.822 0.1849
C -0.1690 6.2822 -17.8779 0.606 0.444 0.193 -0.6317
O -0.7393 5.9267 -19.1076 -0.365 -0.102 -0.060 -0.3608
C -0.2294 4.7169 -19.6101 0.264 0.119 -0.151 -0.7429
N -2.2264 7.2386 -16.9316 0.484 0.172 -0.207 -0.6225
H -0.3710 9.1067 -15.9581 -0.090 -0.084 0.279 0.1940
H 0.9914 8.1187 -16.4396 0.009 0.200 0.110 0.1141
H -0.1345 7.4685 -15.2686 -0.262 -0.081 -0.057 0.2274
H -0.9111 8.2826 -18.1709 0.243 0.073 -0.018 0.3076
H -0.2922 5.5093 -17.1018 -0.098 -0.153 -0.205 0.3723
H 0.9202 6.4317 -17.9813 -0.083 0.011 -0.187 0.3121
H -0.7104 4.4931 -20.5600 -0.218 0.054 0.082 0.2635
H -0.4070 3.9031 -18.9006 0.131 -0.102 -0.063 0.3177
H 0.8426 4.8255 -19.8242 0.013 -0.193 0.207 0.2889
H -2.1404 6.7436 -16.0484 -0.179 -0.008 0.005 0.2054
H -2.6147 6.5733 -17.5939 -0.131 0.097 -0.024 0.2735
C -0.2745 13.2599 -9.5836 1.008 -0.157 0.300 -0.7773
C -1.1213 12.0834 -9.1533 -0.037 -0.330 0.021 0.6059
C -1.9737 12.3549 -7.9284 -0.565 -0.062 -0.097 -0.8000
O -1.1616 12.6527 -6.8269 0.336 0.082 -0.059 -0.3314
C -1.8877 13.1398 -5.7340 -0.410 -0.133 0.167 -0.7701
N -1.9159 11.6396 -10.3007 -0.409 0.216 0.059 -0.2210
H -0.8111 14.2042 -9.6834 -0.184 -0.067 -0.151 0.1334
H 0.2554 13.0027 -10.5053 -0.318 0.145 -0.182 -0.2989
H 0.5409 13.4083 -8.8683 -0.275 0.149 0.164 0.5664
H -0.4452 11.2734 -8.8565 -0.011 -0.047 -0.177 0.1899
H -2.5793 11.4542 -7.7285 0.048 0.055 0.073 0.4640
H -2.6957 13.1721 -8.1075 0.173 0.050 -0.118 0.1916
H -1.1949 13.2789 -4.9084 0.011 0.102 0.001 0.2572
H -2.6691 12.4314 -5.4201 0.114 -0.028 -0.008 0.3023
H -2.3978 14.0825 -5.9743 0.155 0.046 0.021 0.3040
H -2.6358 10.9648 -10.0545 0.222 -0.146 0.207 0.2782
H -2.4128 12.4421 -10.6945 0.280 -0.117 -0.074 -0.1660
C 4.5202 16.5778 -14.6265 0.232 -0.251 -0.605 -0.4119
C 5.4316 17.7857 -14.7493 -0.506 0.366 0.662 0.5053
C 5.5518 18.2466 -16.1887 0.327 -0.276 -0.257 -0.9883
O 6.0595 17.2613 -17.0698 -0.107 -0.143 -0.046 -0.3416
C 7.3614 16.8298 -16.7563 0.133 -0.142 0.328 -0.6862
N 4.8301 18.9029 -13.9865 -0.003 -0.198 -0.027 -0.7229
H 4.4997 16.1892 -13.6100 -0.124 -0.003 0.013 0.1034
H 4.8818 15.7861 -15.2830 0.137 -0.080 0.139 -0.0558
H 3.5150 16.7999 -14.9955 -0.044 0.204 0.282 0.1478
H 6.4040 17.5202 -14.3174 0.126 -0.015 -0.281 0.3189
H 6.1954 19.1363 -16.2613 -0.123 0.083 0.117 0.4433
H 4.5547 18.4819 -16.5597 0.009 0.151 0.029 0.3275
H 7.3873 16.1063 -15.9296 -0.162 0.099 0.007 0.2001
H 7.9936 17.6782 -16.4631 0.085 -0.037 -0.188 0.3276
H 7.7721 16.3171 -17.6236 0.001 0.189 -0.121 0.2647
H 4.6953 18.5989 -13.0288 -0.077 0.066 0.006 0.1978
H 5.4410 19.7107 -13.9453 0.099 -0.051 -0.083 0.2821
C 4.1247 7.9654 -14.4340 -0.154 -0.426 0.497 -0.3394
C 4.5381 6.8789 -15.4010 -0.513 0.214 -1.294 0.8632
C 5.2886 5.7311 -14.7832 0.259 -0.094 0.670 -0.8755
O 6.5624 6.1884 -14.3788 0.217 0.230 0.041 -0.1373
C 7.2577 5.2630 -13.5787 -0.141 -0.420 -0.393 -0.8496
N 3.3416 6.3149 -16.0436 -0.126 -0.196 0.655 -0.5822
H 5.0039 8.4056 -13.9640 -0.062 0.159 -0.015 -0.2994
H 3.4890 7.5368 -13.6494 0.062 0.024 0.010 0.0114
H 3.5329 8.7292 -14.9403 0.200 0.137 -0.064 0.4681
H 5.1597 7.3595 -16.1689 0.269 -0.140 0.172 -0.0779
H 5.3808 4.8816 -15.4741 0.008 0.106 -0.119 0.3553
H 4.7360 5.3671 -13.9023 -0.063 0.017 -0.096 0.3229
H 7.5824 4.3929 -14.1701 -0.105 0.035 0.019 0.3140
H 6.6088 4.8947 -12.7758 0.183 0.083 0.169 0.3511
H 8.1560 5.7346 -13.1900 -0.105 0.162 0.142 0.2006
H 3.5312 5.8079 -16.8950 0.049 0.147 -0.089 0.2707
H 2.6325 7.0163 -16.1852 0.021 -0.004 -0.200 0.0136
C 2.5591 16.4566 -11.4800 0.387 0.197 -0.184 -1.0855
C 2.6923 14.9898 -11.0552 -0.070 0.043 0.532 0.2536
O 2.9274 14.0657 -12.0995 0.032 0.257 -0.017 0.7085
H 2.5120 16.6001 -12.5610 -0.301 -0.317 -0.017 0.1188
H 3.4437 17.0347 -11.1992 -0.097 -0.004 0.222 0.2485
H 1.6794 16.9129 -11.0285 0.032 0.104 -0.006 0.3732
H 1.8045 14.7078 -10.4738 -0.015 -0.053 -0.241 -0.2361
H 3.5213 14.8833 -10.3523 0.080 -0.022 -0.130 0.4926
H 2.2363 14.1929 -12.7732 -0.039 -0.115 -0.060 -0.2412
C -2.4446 17.8446 -16.8855 0.144 -0.549 0.862 -0.5766
C -1.6640 18.3640 -18.0596 -0.331 0.377 -0.369 -0.2232
O -1.2008 17.2303 -18.7833 0.039 -0.189 0.122 -0.4775
H -2.7822 18.6126 -16.1895 -0.156 0.261 -0.368 0.4148
H -1.8473 17.1804 -16.2470 0.200 0.009 -0.295 -0.2239
H -3.2925 17.2447 -17.2171 -0.100 0.172 -0.060 0.3129
H -0.8389 19.0226 -17.7744 0.070 -0.150 0.159 0.3174
H -2.3429 18.9586 -18.6836 0.100 -0.010 -0.052 0.2872
H -0.7667 17.4794 -19.6031 -0.016 0.154 0.038 0.2619
C 0.9557 13.3200 -17.5232 0.476 0.533 -0.140 -0.5124
C 0.2112 14.4347 -18.2248 -0.480 -0.164 -0.314 -0.3353
O -1.0965 14.5301 -17.6522 0.155 0.077 0.415 -0.5567
H 0.4234 12.3715 -17.5471 -0.201 0.092 0.260 0.2270
H 1.1509 13.7076 -16.5219 -0.147 -0.629 0.270 -0.2395
H 1.9390 13.1416 -17.9660 -0.052 0.109 -0.161 0.4032
H 0.0762 14.2631 -19.2991 0.293 -0.076 -0.009 0.4100
H 0.7576 15.3730 -18.0915 -0.025 0.013 -0.050 0.2795
H -1.3977 15.4393 -17.7686 0.045 -0.055 -0.277 0.2379